Below is the molecule C37H59NOS, with properties calculated with ωB97M-V/def2-TZVPD.

Computed properties:
Largest force on an atom: 4.97 eV/A
LUMO energy: 0.111 eV
HOMO-LUMO gap: 7.660 eV

Last column: Mulliken charge in e.
Positions of all 99 atoms, in Å:
C  -0.49  1.68  14.50  -0.88
C  -0.80  1.45  12.90  -0.34
C  -0.01  0.13  12.32  -0.65
C  -0.92  -1.25  12.55  -0.58
C  -2.03  -1.26  11.32  -0.54
C  -1.41  -2.27  10.16  -0.54
C  -1.71  -1.61  8.65  -0.52
C  -1.11  -2.70  7.57  -0.50
C  -1.87  -2.66  6.10  -0.48
C  -0.92  -3.54  5.08  -0.63
C  0.49  -2.80  4.65  -0.38
C  0.87  -3.26  3.13  -0.53
C  0.23  -2.14  2.11  -0.77
C  0.83  -2.30  0.59  0.27
C  2.34  -1.63  0.33  -0.45
C  3.04  -1.69  -1.17  -0.52
C  2.18  -2.43  -2.35  0.24
C  0.68  -3.14  -2.11  0.18
C  0.00  -3.08  -0.61  -0.42
N  -0.05  -3.83  -3.28  -0.26
C  -0.17  -2.93  -4.48  0.27
C  -1.64  -2.65  -5.22  -0.61
C  -1.69  -1.59  -6.51  -0.46
C  -0.36  -0.80  -7.10  0.27
C  -0.45  0.28  -8.34  0.19
C  -1.44  -0.17  -9.57  -0.63
C  -1.70  1.14  -10.57  -0.66
C  -2.56  2.34  -9.85  -0.50
C  -1.67  3.66  -9.46  -0.64
C  -1.69  4.05  -7.86  -0.70
C  -0.13  4.32  -7.34  -0.55
C  0.08  4.01  -5.74  -0.45
C  1.55  4.70  -5.33  -0.70
C  2.82  3.72  -5.76  0.01
C  3.52  3.21  -4.33  -0.45
C  4.96  2.46  -4.58  -0.82
C  1.10  -1.10  -6.39  0.44
O  2.39  -0.51  -6.81  -0.58
C  1.17  -2.15  -5.11  -0.03
S  2.78  -2.54  -4.16  -0.21
H  0.34  0.92  14.89  0.24
H  -1.44  1.47  15.20  0.23
H  -0.16  2.80  14.65  0.27
H  -1.97  1.35  12.67  0.22
H  -0.40  2.41  12.33  0.32
H  0.06  0.28  11.14  0.22
H  1.09  0.02  12.71  0.35
H  -1.47  -1.26  13.58  0.30
H  -0.22  -2.21  12.51  0.31
H  -3.11  -1.59  11.65  0.36
H  -2.08  -0.18  10.84  0.30
H  -0.22  -2.35  10.25  0.21
H  -1.91  -3.34  10.16  0.26
H  -2.85  -1.39  8.49  0.27
H  -1.13  -0.59  8.49  0.24
H  0.03  -2.45  7.39  0.15
H  -1.15  -3.80  8.01  0.28
H  -2.98  -3.09  6.18  0.29
H  -1.90  -1.54  5.75  0.24
H  -0.68  -4.56  5.66  0.24
H  -1.47  -3.86  4.09  0.34
H  1.33  -3.10  5.44  0.30
H  0.32  -1.62  4.61  0.24
H  2.03  -3.28  2.90  0.35
H  0.45  -4.32  2.82  0.27
H  -0.95  -2.07  2.15  0.33
H  0.62  -1.08  2.50  0.32
H  2.88  -1.09  1.23  0.24
H  4.08  -1.23  -1.45  0.28
H  -1.06  -3.52  -0.33  0.15
H  -0.96  -4.21  -2.95  0.35
H  -2.63  -3.16  -4.85  0.17
H  -2.72  -1.37  -7.06  0.14
H  -0.91  1.28  -7.87  -0.24
H  0.63  0.61  -8.73  0.25
H  -2.44  -0.70  -9.24  0.25
H  -0.82  -0.93  -10.24  0.26
H  -0.66  1.61  -10.93  0.33
H  -2.26  0.83  -11.56  0.28
H  -3.03  1.86  -8.87  0.27
H  -3.48  2.72  -10.50  0.36
H  -0.54  3.53  -9.76  0.29
H  -2.09  4.59  -10.04  0.38
H  -2.28  3.29  -7.18  0.32
H  -2.24  5.10  -7.75  0.38
H  0.66  3.69  -7.95  0.19
H  0.14  5.47  -7.51  0.35
H  0.11  2.87  -5.49  0.14
H  -0.72  4.52  -5.04  0.34
H  1.56  4.77  -4.14  0.35
H  1.67  5.78  -5.78  0.28
H  3.58  4.37  -6.37  0.29
H  2.45  2.82  -6.42  -0.27
H  3.71  4.10  -3.60  0.29
H  2.76  2.48  -3.81  0.26
H  4.96  1.92  -5.64  0.23
H  5.08  1.65  -3.71  0.20
H  5.89  3.19  -4.49  0.29
H  2.30  0.48  -6.98  0.27

Below is a structure of composition C37H60Br39INO, with properties calculated with ωB97M-V/def2-TZVPD.

Computed properties:
Largest force on an atom: 2.40 eV/A
LUMO energy (alpha / beta): -0.308 / -0.308 eV
Spin multiplicity: 2
HOMO-LUMO gap (alpha / beta): 7.970 / 8.770 eV
Energy relative to the best compared isomer or geometry (same formula, charge and spin): 59.4 kJ/mol

Last column: Mulliken charge in e.
Positions of all 139 atoms, in Å:
C  3.72  -3.39  0.90  -0.86
C  5.07  -3.25  0.19  -0.68
C  5.62  -1.83  0.47  -0.70
C  4.99  -0.81  -0.49  -0.04
C  5.21  0.62  0.01  -0.88
C  4.09  1.58  -0.37  -0.53
C  3.90  1.80  -1.90  -0.99
C  2.70  0.92  -2.33  -0.02
C  1.39  1.72  -2.51  -0.25
C  0.34  0.92  -1.74  0.06
C  -1.08  1.53  -1.79  -0.95
C  -2.19  0.48  -1.82  -1.91
C  -2.68  0.03  -0.43  3.75
C  -3.55  -1.24  -0.62  -1.29
I  -5.29  -0.99  -1.85  0.03
C  -2.75  -2.46  -1.15  0.37
C  -3.62  -3.64  -1.67  -1.31
C  -1.56  -0.37  0.56  -3.26
C  -1.31  0.59  1.74  1.85
C  -0.39  -0.18  2.71  -2.14
C  -0.54  1.88  1.40  -1.64
N  -2.51  0.97  2.50  1.62
O  -2.73  0.26  3.52  -0.80
C  -3.71  1.21  1.67  1.55
C  -4.21  2.64  2.04  -1.94
C  -4.87  0.31  2.08  -1.89
C  -3.46  1.22  0.16  -3.45
H  3.03  -2.67  0.49  0.11
H  3.31  -4.38  0.74  0.41
H  3.80  -3.20  1.96  0.15
H  5.77  -4.01  0.52  0.38
H  4.95  -3.32  -0.88  0.32
H  5.37  -1.59  1.50  0.21
H  6.70  -1.84  0.40  0.52
H  5.55  -0.92  -1.42  0.23
H  3.95  -1.08  -0.62  0.06
H  6.16  0.99  -0.37  0.32
H  5.23  0.58  1.09  0.51
H  4.36  2.55  0.04  0.38
H  3.17  1.29  0.12  0.06
H  3.72  2.85  -2.09  0.47
H  4.81  1.48  -2.38  0.48
H  2.53  0.21  -1.53  -0.30
H  2.92  0.33  -3.22  0.51
H  1.17  1.76  -3.58  -0.38
H  1.48  2.72  -2.11  0.51
H  0.65  0.70  -0.73  -0.32
H  0.25  -0.02  -2.27  0.06
H  -1.12  2.03  -2.76  0.78
H  -1.21  2.31  -1.06  0.53
H  -3.04  0.95  -2.31  0.68
H  -1.88  -0.32  -2.47  0.44
H  -3.94  -1.52  0.35  0.46
H  -2.16  -2.84  -0.32  0.28
H  -2.06  -2.23  -1.95  0.17
H  -4.45  -3.80  -1.04  0.41
H  -2.97  -4.51  -1.62  0.40
H  -3.87  -3.51  -2.72  -0.01
H  -0.60  -0.57  0.11  0.54
H  -1.86  -1.31  1.01  0.89
H  0.55  -0.31  2.17  0.58
H  -0.75  -1.18  2.90  0.56
H  -0.18  0.38  3.60  0.29
H  -1.14  2.64  0.93  0.38
H  0.38  1.69  0.87  -0.14
H  -0.24  2.30  2.35  0.52
H  -4.31  2.69  3.11  0.41
H  -5.22  2.71  1.65  0.43
H  -3.58  3.42  1.64  0.31
H  -5.28  0.61  3.03  0.46
H  -4.59  -0.71  2.16  0.49
H  -5.61  0.36  1.28  0.34
H  -2.94  2.14  -0.07  0.49
H  -4.44  1.35  -0.29  1.00
C  2.47  -3.12  5.60  -0.43
Br  2.61  -2.61  7.46  -0.04
Br  1.93  -1.63  4.50  0.21
Br  4.08  -3.98  4.97  -0.02
H  1.68  -3.86  5.54  0.41
C  2.21  1.64  -6.72  -0.35
Br  3.66  0.40  -6.43  -0.03
Br  0.49  0.79  -6.49  -0.02
Br  2.38  3.20  -5.60  0.01
H  2.27  1.97  -7.74  0.37
C  -4.28  0.12  7.15  0.28
Br  -2.82  -1.11  7.43  -0.05
Br  -5.99  -0.78  7.17  0.02
Br  -4.21  1.59  8.40  -0.03
H  -4.15  0.54  6.16  -0.20
C  7.90  -3.57  4.45  -0.22
Br  8.05  -3.01  6.29  0.02
Br  7.43  -2.11  3.29  0.11
Br  9.49  -4.48  3.85  -0.08
H  7.09  -4.28  4.40  0.15
C  12.12  -2.30  5.72  0.42
Br  13.71  -2.25  4.64  -0.03
Br  12.42  -3.21  7.39  -0.01
Br  11.38  -0.54  5.99  -0.01
H  11.38  -2.87  5.18  -0.37
C  -5.29  -6.85  2.71  -0.43
Br  -6.75  -7.64  3.70  -0.04
Br  -5.89  -6.08  1.04  0.10
Br  -4.27  -5.64  3.81  0.00
H  -4.62  -7.66  2.46  0.34
C  -0.55  2.10  6.61  0.02
Br  -1.95  3.07  5.69  -0.02
Br  1.14  2.24  5.67  -0.07
Br  -0.39  2.64  8.45  -0.04
H  -0.82  1.06  6.60  0.05
C  -7.63  -4.91  -2.73  -0.33
Br  -8.12  -4.36  -0.94  -0.06
Br  -6.83  -3.59  -3.93  -0.05
Br  -6.51  -6.48  -2.60  -0.04
H  -8.54  -5.20  -3.23  0.43
C  2.43  7.43  -7.40  -0.39
Br  4.16  7.19  -6.58  -0.01
Br  2.14  6.18  -8.85  0.07
Br  1.00  7.34  -6.10  0.01
H  2.41  8.42  -7.82  0.34
C  -0.39  11.64  -5.58  -0.31
Br  -1.56  10.64  -4.43  -0.01
Br  1.47  11.29  -5.19  -0.01
Br  -0.78  11.35  -7.45  -0.01
H  -0.56  12.69  -5.38  0.33
C  -2.63  -6.36  -4.90  -0.35
Br  -4.26  -7.28  -5.39  -0.03
Br  -2.87  -4.45  -4.72  0.05
Br  -1.81  -7.14  -3.33  -0.03
H  -1.95  -6.50  -5.72  0.36
C  -9.79  -0.54  8.33  -0.30
Br  -11.55  -0.87  9.05  -0.05
Br  -9.40  -1.71  6.85  -0.04
Br  -9.54  1.31  7.86  0.01
H  -9.08  -0.77  9.11  0.35
C  2.70  5.56  -13.13  -0.28
Br  4.04  4.48  -12.27  -0.01
Br  2.69  5.31  -15.04  -0.04
Br  0.95  5.26  -12.36  -0.04
H  2.95  6.59  -12.94  0.35

Below is the molecule C37H61N7O2, with properties calculated with ωB97M-V/def2-TZVPD.

Computed properties:
Largest force on an atom: 0.83 eV/A
LUMO energy: 0.623 eV
HOMO-LUMO gap: 7.679 eV
Energy relative to the best compared isomer or geometry (same formula, charge and spin): 5.2 kJ/mol

Last column: Mulliken charge in e.
Positions of all 107 atoms, in Å:
C  -2.25  5.37  -0.01  -1.00
O  -0.97  5.51  -0.56  -0.49
C  -0.27  4.37  -0.85  -0.31
C  -0.72  3.09  -0.65  0.63
C  0.09  1.98  -0.95  0.88
C  1.38  2.20  -1.49  -1.36
N  2.23  1.19  -1.75  -0.58
C  1.83  -0.03  -1.44  0.24
N  0.61  -0.36  -0.96  -0.01
C  -0.25  0.61  -0.74  -0.36
N  -1.46  0.26  -0.23  0.05
H  -2.20  0.94  -0.30  0.34
C  -1.87  -1.12  -0.15  -0.24
C  -2.97  -1.30  0.89  -0.67
H  -2.61  -0.98  1.87  0.41
H  -3.83  -0.68  0.62  0.33
C  -3.41  -2.76  0.95  -0.94
N  -3.91  -3.18  -0.35  0.62
C  -2.85  -3.09  -1.34  -0.75
H  -3.24  -3.45  -2.30  0.39
C  -2.38  -1.65  -1.50  -0.86
H  -1.59  -1.59  -2.24  0.47
H  -3.23  -1.04  -1.83  0.19
H  -1.99  -3.73  -1.06  0.36
C  -4.53  -4.49  -0.31  -1.85
H  -5.08  -4.57  0.63  0.48
C  -5.53  -4.69  -1.46  1.10
C  -6.59  -3.60  -1.45  -0.68
C  -7.58  -3.80  -2.59  -0.76
C  -8.24  -5.17  -2.49  -0.66
C  -7.18  -6.27  -2.50  -0.69
C  -6.19  -6.07  -1.36  -1.08
H  -6.72  -6.14  -0.40  0.33
H  -5.43  -6.85  -1.38  0.42
H  -7.66  -7.25  -2.40  0.37
H  -6.64  -6.25  -3.45  0.33
H  -8.93  -5.32  -3.33  0.33
H  -8.82  -5.23  -1.57  0.31
H  -8.35  -3.02  -2.56  0.34
H  -7.06  -3.72  -3.54  0.33
H  -6.11  -2.63  -1.52  0.29
H  -7.13  -3.64  -0.49  0.23
H  -4.99  -4.65  -2.41  0.17
H  -3.78  -5.30  -0.33  0.29
H  -4.21  -2.87  1.68  0.48
H  -2.56  -3.38  1.28  0.40
H  -0.98  -1.69  0.13  0.06
N  2.67  -1.07  -1.66  0.08
C  2.35  -2.36  -1.11  -1.38
H  1.32  -2.59  -1.37  0.47
H  3.01  -3.10  -1.56  0.51
C  2.48  -2.40  0.42  -0.69
N  3.86  -2.35  0.86  0.23
C  4.55  -1.14  0.43  -0.55
H  5.41  -0.99  1.08  0.75
C  5.05  -1.30  -1.01  -1.18
H  5.29  -2.35  -1.16  0.37
H  5.98  -0.73  -1.14  0.49
C  4.04  -0.82  -2.05  -0.76
H  4.12  0.26  -2.19  0.39
H  4.24  -1.31  -3.01  0.25
H  3.90  -0.25  0.50  0.15
C  4.03  -2.69  2.27  0.15
C  5.45  -3.18  2.53  -1.59
H  5.73  -3.91  1.77  0.38
H  6.17  -2.37  2.51  0.32
H  5.51  -3.66  3.50  0.48
C  3.65  -1.58  3.25  -1.35
H  2.64  -1.22  3.06  0.32
H  3.69  -1.95  4.27  0.49
H  4.33  -0.74  3.17  0.24
H  3.35  -3.54  2.45  0.45
H  2.05  -3.34  0.77  0.57
H  1.87  -1.57  0.82  0.40
C  1.82  3.52  -1.72  -0.47
C  1.04  4.59  -1.38  0.94
O  1.35  5.90  -1.54  -0.49
C  2.70  6.31  -1.62  -0.45
C  3.29  6.67  -0.25  -0.92
H  2.56  7.29  0.28  0.26
H  4.19  7.27  -0.41  0.50
C  3.68  5.47  0.62  -0.73
N  2.55  4.65  1.00  0.98
C  2.87  3.27  1.32  -1.28
H  3.52  2.87  0.54  0.58
C  3.53  3.10  2.70  -0.45
C  2.61  3.68  3.77  -0.75
C  2.26  5.13  3.43  -0.85
H  1.54  5.52  4.15  0.41
H  3.17  5.74  3.50  0.31
C  1.68  5.21  2.02  -1.00
H  1.45  6.24  1.76  0.46
H  0.75  4.64  1.98  0.40
H  3.08  3.62  4.75  0.40
H  1.69  3.09  3.80  0.31
H  3.72  2.05  2.89  0.04
H  4.49  3.63  2.71  0.37
H  1.94  2.71  1.30  0.18
H  4.36  4.83  0.05  0.46
H  4.24  5.85  1.49  0.38
H  2.68  7.21  -2.24  0.42
H  3.33  5.57  -2.12  0.24
H  2.81  3.63  -2.13  0.44
H  -1.70  2.92  -0.22  0.43
H  -2.62  6.39  0.14  0.27
H  -2.23  4.86  0.95  0.35
H  -2.94  4.85  -0.69  0.35

Below is a structure of composition C37H62BGaN10OS, with properties calculated with ωB97M-V/def2-TZVPD.

Computed properties:
Largest force on an atom: 0.81 eV/A
LUMO energy: -4.728 eV
HOMO-LUMO gap: 8.790 eV
Energy relative to the best compared isomer or geometry (same formula, charge and spin): 77.9 kJ/mol
Charge: +2

Last column: Mulliken charge in e.
Positions of all 113 atoms, in Å:
Ga  -1.30  0.40  -1.03  -0.56
C  3.72  1.68  0.27  -1.53
C  2.70  0.95  -0.54  0.41
C  2.95  0.11  -1.60  -1.15
C  1.71  -0.28  -2.12  -0.25
N  0.75  0.30  -1.37  0.98
N  1.37  1.04  -0.40  1.00
B  0.62  1.97  0.58  -1.73
N  -0.34  1.19  1.49  1.08
N  -1.38  0.44  1.01  0.86
C  -2.10  0.01  2.08  -0.21
C  -1.47  0.46  3.23  -1.02
C  -0.38  1.21  2.83  0.28
C  0.56  1.98  3.70  -1.54
C  -3.45  -0.71  2.12  2.36
C  -3.49  -1.77  3.25  -1.71
C  -3.85  -1.38  0.81  -1.07
C  -4.50  0.37  2.47  -1.81
N  -0.17  2.94  -0.30  0.47
N  -0.92  2.48  -1.35  0.11
C  -1.18  3.53  -2.15  -0.60
C  -0.60  4.67  -1.58  -1.04
C  0.03  4.27  -0.42  0.59
C  0.81  5.10  0.54  -1.53
C  -1.88  3.48  -3.49  2.88
C  -1.49  4.70  -4.32  -2.18
C  -3.42  3.51  -3.32  -1.69
C  -1.44  2.21  -4.23  -1.54
C  1.60  -1.17  -3.33  2.06
C  2.40  -0.55  -4.48  -1.71
C  0.16  -1.36  -3.78  -0.83
C  2.19  -2.55  -3.00  -1.84
H  4.68  1.18  0.17  0.46
H  3.84  2.70  -0.13  0.37
H  3.47  1.76  1.32  0.16
H  3.92  -0.15  -1.99  0.71
H  1.40  2.55  1.24  -0.02
H  -1.78  0.31  4.25  0.77
H  0.30  1.80  4.74  0.49
H  1.60  1.70  3.54  0.19
H  0.47  3.05  3.50  0.24
H  -3.46  -2.78  2.84  0.37
H  -2.67  -1.68  3.96  0.29
H  -4.42  -1.70  3.81  0.44
H  -3.28  -2.29  0.64  0.42
H  -4.91  -1.64  0.83  0.74
H  -3.66  -0.72  -0.03  -0.88
H  -4.28  0.82  3.44  0.47
H  -4.53  1.18  1.73  0.33
H  -5.49  -0.08  2.51  0.57
H  -0.61  5.67  -1.98  0.62
H  0.67  6.15  0.29  0.44
H  0.48  4.94  1.56  0.28
H  1.87  4.86  0.48  0.25
H  -1.90  5.62  -3.89  0.45
H  -0.41  4.80  -4.42  0.47
H  -1.91  4.60  -5.32  0.46
H  -3.71  4.23  -2.56  0.31
H  -3.87  3.82  -4.26  0.49
H  -3.83  2.53  -3.08  0.31
H  -0.37  2.27  -4.46  0.48
H  -1.61  1.32  -3.62  -0.14
H  -1.98  2.11  -5.17  0.53
H  2.04  0.45  -4.72  0.31
H  3.46  -0.49  -4.24  0.37
H  2.30  -1.17  -5.37  0.49
H  -0.29  -0.39  -4.01  -0.05
H  0.13  -1.98  -4.68  0.50
H  -0.38  -1.89  -2.99  0.03
H  3.21  -2.46  -2.62  0.34
H  1.59  -3.07  -2.26  0.28
H  2.22  -3.16  -3.91  0.54
N  -3.40  1.30  -0.88  -0.78
C  -4.47  0.62  -1.61  -0.97
C  -3.84  -0.10  -2.80  -0.37
N  -2.57  -0.73  -2.39  -0.58
H  -3.63  1.40  0.10  -0.19
H  -3.27  2.24  -1.24  0.33
H  -5.23  1.32  -1.98  0.52
H  -4.98  -0.09  -0.96  0.28
H  -3.62  0.61  -3.59  0.43
H  -4.53  -0.84  -3.20  0.66
H  -2.04  -0.98  -3.22  0.18
H  -2.75  -1.62  -1.91  0.52
C  4.75  -0.88  3.09  -1.53
C  3.97  -1.65  2.03  -0.34
C  2.52  -1.18  2.01  0.01
N  1.71  -1.80  0.96  0.78
C  0.51  -2.36  1.05  0.53
S  -0.49  -2.43  -0.33  -0.66
N  0.06  -2.91  2.19  0.32
C  0.72  -3.20  3.45  -0.37
O  0.20  -2.80  4.46  -0.54
C  1.91  -4.05  3.39  0.66
C  2.71  -4.14  4.53  -0.44
C  3.80  -4.99  4.55  -0.71
C  4.09  -5.78  3.44  -0.41
C  3.30  -5.69  2.30  -0.84
C  2.22  -4.83  2.27  0.10
H  5.76  -1.26  3.18  0.44
H  4.26  -0.97  4.06  0.36
H  4.81  0.19  2.84  0.30
H  4.02  -2.72  2.24  0.07
H  4.42  -1.49  1.04  0.40
H  2.51  -0.10  1.82  -0.89
H  2.06  -1.34  2.98  1.03
H  1.99  -1.56  0.02  -0.22
H  -0.94  -3.02  2.25  0.19
H  2.46  -3.53  5.39  0.51
H  4.41  -5.07  5.44  0.45
H  4.93  -6.46  3.47  0.43
H  3.53  -6.30  1.44  0.44
H  1.59  -4.79  1.38  0.48